# C5H11NO2S

A single C5H11NO2S molecule in a non-equilibrium geometry (wB97M-V/def2-TZVPD, the Open Molecules 2025 dataset).

Results
HOMO-LUMO gap: 9.2 eV
HOMO level: -8.829 eV
Strongest force on any atom: 6.2 eV/Å
Energy above the lowest of the compared OMol25 structures with the same formula, charge and spin: 516.05 kJ/mol
SMILES: CSCC[C@H](N)C(=O)O
Net charge: 0
Energy: -21778.9346 eV
E_LUMO: 0.4 eV

Last column: Löwdin charge in e.
Atoms and positions in Å:
S -1.797129 -0.068802 -2.552087  0.6359
O 2.593930 -0.659312 1.146841  0.0455
H 3.337124 -0.184708 1.417404  0.0520
C -0.270091 -0.046949 -0.075127  -0.1858
H -1.223097 1.644499 2.014515  0.2001
C 1.544040 0.137769 1.771184  -0.3620
H -1.485210 -1.719404 -0.998548  0.0305
O 1.954013 0.947619 2.537223  0.0863
C -0.097230 -0.130591 1.658168  -0.3310
H -0.783971 0.447404 3.558641  0.1632
H 0.249872 0.233632 -4.224948  0.0040
H 0.849502 -1.146489 -3.108098  0.0955
H -2.406236 -0.326766 -0.315927  0.0465
H 0.623230 -0.460377 -0.411866  0.0380
H -0.357947 1.065168 -0.356809  0.1171
H -0.156164 -1.132631 1.792673  0.0881
C 0.292445 0.042197 -3.068649  -0.3357
N -1.016029 0.521053 2.442249  -0.0124
H 0.971430 0.872358 -2.300165  0.1048
C -1.491799 -0.693370 -0.752536  -0.4806

Atomic forces in eV per Å
S 4.22 0.24 0.54
O -5.00 -0.55 -0.67
H 2.21 1.21 0.83
C -2.36 2.15 2.32
H 1.08 -4.30 2.36
C 0.29 -0.81 0.56
H 0.20 -1.29 0.84
O -0.14 1.13 0.53
C 2.97 0.61 -5.46
H -0.72 0.81 -3.86
H 0.14 0.42 2.48
H -1.89 3.62 0.79
H -0.36 -0.43 0.54
H 1.49 -0.54 -0.73
H 0.51 -1.45 0.56
H -0.15 -3.33 0.73
C 0.70 -1.48 -0.18
N -0.78 4.78 1.90
H -2.41 -2.69 -2.82
C -0.01 1.90 -1.25

---

# C5H11NO3

2 unconnected molecules or ions with the total composition C5H11NO3 in a non-equilibrium geometry (wB97M-V/def2-TZVPD, the Open Molecules 2025 dataset).

Results
HOMO-LUMO gap: 8.9 eV
HOMO level: -8.596 eV
Strongest force on any atom: 4.0 eV/Å
Energy above the lowest of the compared OMol25 structures with the same formula, charge and spin: 152.38 kJ/mol
SMILES: C[C@@H](N)C=O.CC(=O)O
Net charge: 0
Energy: -12995.2723 eV
E_LUMO: 0.3 eV

Last column: Löwdin charge in e.
Atoms and positions in Å:
O 2.239183 0.620761 0.069170  0.0968
C -0.999251 0.634247 0.775669  -0.4221
O 1.444264 -1.410260 0.598306  0.0547
H 1.715058 -0.293778 -2.383046  0.0828
H -3.126258 0.486769 0.444903  0.0801
C -0.665600 0.003954 -0.758668  -0.2292
H -0.215728 1.385164 0.901753  0.1240
H -2.417106 2.033401 -0.045527  0.0805
N -0.884193 -0.368851 1.757696  0.0296
C 2.156568 -0.995115 -1.669739  0.0184
C -2.387213 1.245407 0.702557  -0.0599
H -1.132479 -1.004332 -0.856278  0.1315
H -2.645079 1.667234 1.671551  0.0811
H -0.005590 -0.897332 1.657186  0.0479
H 1.820911 -1.997051 -1.899225  0.0922
H 3.243924 -0.906377 -1.758214  0.1008
C 1.749365 -0.601682 -0.274083  -0.5703
O -0.429840 0.692874 -1.712428  0.0521
H 2.206458 0.718197 1.030640  0.1300
H -1.667395 -1.013230 1.747777  0.0789

Atomic forces in eV per Å
O -0.65 -0.15 -0.60
C 1.35 -0.64 -2.61
O -0.39 0.97 -1.24
H 0.12 -0.12 0.01
H -0.09 -0.06 -0.02
C -3.13 1.82 1.61
H -0.21 0.21 0.14
H -0.04 0.02 -0.06
N 0.20 -0.84 0.92
C -0.71 0.80 -0.41
C 0.35 -0.01 -0.09
H 0.69 -0.37 -0.08
H -0.04 -0.01 0.07
H -0.75 0.32 0.21
H -0.01 -0.15 0.09
H -0.19 -0.09 0.21
C 2.97 -1.31 1.71
O 0.62 -0.31 0.07
H -0.17 -0.15 0.06
H 0.08 0.05 0.01

---

# C5H11NO3S

A single C5H11NO3S molecule in a non-equilibrium geometry (wB97M-V/def2-TZVPD, the Open Molecules 2025 dataset).

Results
HOMO-LUMO gap: 9.1 eV
HOMO level: -8.740 eV
Strongest force on any atom: 7.9 eV/Å
Energy above the lowest of the compared OMol25 structures with the same formula, charge and spin: 429.27 kJ/mol
SMILES: CCOC(=O)[S@@](=N)(=O)CC
Net charge: 0
Energy: -23826.6032 eV
E_LUMO: 0.4 eV

Last column: Löwdin charge in e.
Atoms and positions in Å:
H 0.577264 3.046296 -1.338740  -0.0645
H -3.087005 1.585250 1.236438  0.0565
H 1.667225 -2.447782 1.416445  0.0559
H 2.495233 -1.775044 -1.149162  0.1319
H 1.057361 -4.019976 0.609625  0.1031
C -1.076205 1.621307 0.820747  -0.3086
C -2.459204 2.365409 0.850429  -0.1032
S -0.630484 1.002335 -0.898241  0.8246
O -1.709815 0.385813 -1.537280  -0.3306
H -2.466540 3.331163 1.380071  0.0766
C 1.551528 -2.267780 -0.840371  -0.1929
O 1.234312 0.006065 0.838671  0.1037
H -1.034537 0.799560 1.531341  0.0810
O 0.506838 -1.266204 -0.936580  -0.0359
H -0.187871 2.273942 1.029424  0.0969
H 1.261807 -3.073766 -1.621366  0.1524
N -0.005059 2.413545 -1.884185  -0.1959
C 0.583001 -0.210948 -0.155656  -0.5674
H 2.784771 -3.234096 0.428732  0.1098
H -2.692585 2.488804 -0.277127  0.0905
C 1.629962 -3.023892 0.496786  -0.0839

Atomic forces in eV per Å
H 0.13 -0.42 0.84
H -1.00 0.34 0.34
H -0.78 0.31 -0.15
H -0.54 -0.32 0.41
H 0.80 1.90 -0.40
C 0.67 1.58 -0.41
C 1.48 -0.81 -2.68
S 3.39 6.98 1.55
O -2.02 -1.78 -1.53
H -0.01 -0.68 -0.19
C -0.93 -1.75 -0.64
O -0.60 -0.23 -1.50
H -0.02 -0.16 -0.20
O 0.36 -0.10 0.05
H -0.84 -0.48 -0.07
H 0.55 1.70 1.01
N -1.97 -4.24 1.60
C 0.45 -0.26 0.00
H -1.97 -0.60 0.36
H -0.17 0.29 1.93
C 3.00 -1.27 -0.31

---

# C5H11NO3S

2 unconnected molecules or ions with the total composition C5H11NO3S in a non-equilibrium geometry (wB97M-V/def2-TZVPD, the Open Molecules 2025 dataset).

Results
HOMO-LUMO gap: 10.4 eV
HOMO level: -9.915 eV
Strongest force on any atom: 2.3 eV/Å
Energy above the lowest of the compared OMol25 structures with the same formula, charge and spin: 77.14 kJ/mol
Net charge: 0
Energy: -23830.2528 eV
E_LUMO: 0.4 eV

Last column: Löwdin charge in e.
Atoms and positions in Å:
N -0.341685 -0.143314 1.085597  0.1245
C -0.134634 1.875802 -0.135871  -0.0403
H 3.554038 -1.987453 -1.436282  0.0790
H -0.197454 1.781985 -1.221818  0.0939
C 2.313475 -0.918930 -0.085434  -0.1364
O -3.949751 1.045879 -0.613818  -0.4541
H -5.074988 0.165690 1.399628  0.0527
H 0.075656 -1.008492 1.423945  0.0663
C 0.436546 0.606018 0.419284  -0.4188
H 2.375144 1.148195 -0.390434  0.1102
H 0.506807 2.724302 0.090399  0.0804
H 1.733655 -1.769425 0.252837  0.1055
C 3.652065 -1.246010 -0.643682  -0.0936
H -1.133523 2.052018 0.252067  0.0742
O -5.060928 -0.618178 0.839848  -0.3013
H -2.074215 -0.536561 0.373829  0.0092
O -2.743232 -1.060549 -0.121337  -0.3237
H 4.141541 -0.360310 -1.044352  0.0758
S -4.167974 -0.380703 -0.561092  0.8852
C 1.804185 0.309169 -0.014507  -0.0684
H 4.285274 -1.679142 0.131184  0.0796

Atomic forces in eV per Å
N -0.44 -0.28 0.31
C -0.12 0.00 -0.02
H 0.06 -0.04 -0.05
H 0.04 0.08 -0.05
C 0.00 0.25 -0.03
O -0.06 0.43 -0.24
H 0.27 0.38 -0.08
H 0.26 0.08 -0.09
C -0.52 0.15 -0.33
H 0.10 0.05 -0.03
H 0.08 0.10 0.00
H -0.18 -0.02 0.04
C 0.06 0.06 0.03
H -0.02 0.00 0.03
O 0.37 -0.51 -1.10
H -0.01 0.52 0.29
O -1.38 -0.27 -0.77
H 0.05 -0.01 -0.01
S 0.98 -0.50 2.02
C 0.36 -0.44 0.08
H 0.08 -0.06 0.00

---

# C5H11NO4S

2 unconnected molecules or ions with the total composition C5H11NO4S in a non-equilibrium geometry (wB97M-V/def2-TZVPD, the Open Molecules 2025 dataset).

Results
HOMO-LUMO gap: 10.0 eV
HOMO level: -9.406 eV
Strongest force on any atom: 2.0 eV/Å
Energy above the lowest of the compared OMol25 structures with the same formula, charge and spin: 76.49 kJ/mol
SMILES: N[C@@H](CCC(=O)O)C(=O)O.S
Net charge: 0
Energy: -25878.9107 eV
E_LUMO: 0.6 eV

Last column: Löwdin charge in e.
Atoms and positions in Å:
O -2.761611 -2.378059 -0.585305  0.1133
H 1.872945 1.754628 -1.156087  0.0789
O 0.056008 3.223259 -0.848278  0.1080
H 0.710871 -0.876956 0.915877  0.0876
H 0.013463 0.469175 1.926553  0.1535
H -3.339038 -2.158948 0.135945  0.0972
C -1.544976 -1.803019 -0.434965  -0.4889
H -0.499960 3.978881 -0.683799  0.1137
O -0.696418 -2.015906 -1.255023  0.1096
C -0.061895 -0.091262 0.912727  -0.1151
N 1.690821 1.101220 -0.384216  -0.0045
H 2.839760 -2.220704 -0.429437  -0.1960
H -1.663968 -1.347726 1.667270  0.1121
H -0.093836 0.335123 -1.184048  0.1253
C -0.552662 2.160224 -0.276666  -0.4499
S 3.544906 -1.158137 -0.129840  0.6183
C 0.254248 0.844222 -0.311193  -0.3075
O -1.633841 2.315096 0.240862  0.0951
H -2.197255 -0.105633 0.571749  0.0973
H 3.345138 -1.411384 1.171915  -0.1660
C -1.428502 -0.811054 0.768874  -0.0924
H 2.145799 0.196958 -0.632921  -0.0896

Atomic forces in eV per Å
O 0.57 -0.24 -0.42
H -0.06 -0.27 0.44
O 0.92 -1.16 -0.30
H -0.12 0.40 0.02
H -0.23 -0.83 -1.81
H -0.46 0.27 0.63
C 0.35 0.74 0.38
H -0.58 0.57 0.08
O 0.07 0.00 0.32
C -0.15 0.47 0.35
N -0.18 -0.08 -0.75
H -0.39 -0.75 -0.43
H -0.22 -0.31 0.56
H -0.43 -0.49 -0.78
C -0.02 0.25 0.76
S 1.28 -0.64 0.52
C -0.09 0.70 1.17
O 0.08 -0.56 -0.07
H -0.82 0.86 0.13
H 0.07 0.25 0.01
C 1.07 -0.58 -1.11
H -0.66 1.43 0.30

---

# C5H11NO4S

2 unconnected molecules or ions with the total composition C5H11NO4S in a non-equilibrium geometry (wB97M-V/def2-TZVPD, the Open Molecules 2025 dataset).

Results
HOMO-LUMO gap: 10.1 eV
HOMO level: -9.528 eV
Strongest force on any atom: 4.8 eV/Å
Energy above the lowest of the compared OMol25 structures with the same formula, charge and spin: 285.16 kJ/mol
Net charge: 0
Energy: -25876.7480 eV
E_LUMO: 0.5 eV

Last column: Löwdin charge in e.
Atoms and positions in Å:
C 0.717769 1.238960 -1.608316  -0.2631
H 0.406957 -3.442226 -1.098305  0.0468
H -2.226290 -2.762614 0.624317  0.0679
H 1.188478 2.081521 -2.155382  0.1324
H -1.829132 2.476516 1.410281  0.1085
O 1.604742 0.759907 -0.651340  0.0081
O 1.751685 1.028578 1.633369  0.1579
O -1.305413 -2.989458 0.928485  -0.3165
S -0.310405 -1.670725 0.282502  0.9079
H 0.119088 3.012102 0.566788  0.1338
H 1.347332 -3.512571 0.216077  0.0500
C -0.106694 1.984180 0.425955  -0.3273
C 0.837451 -2.812921 -0.378466  -0.2409
C 1.248837 1.255206 0.605138  -0.4469
H -1.086415 0.827941 -0.853287  0.0657
H -0.532297 1.767845 2.462512  0.1217
C -1.085071 1.634394 1.463673  -0.0463
H 1.700800 -2.497859 -0.955214  0.0732
H 0.418711 0.445095 -2.338943  0.1362
N -0.505126 1.673392 -1.000756  0.0224
H -1.339292 0.592023 1.220369  0.0552
O -1.015715 -1.089286 -0.799459  -0.4469

Atomic forces in eV per Å
C -1.10 0.42 -2.39
H -1.61 -0.75 -0.98
H 1.15 -0.24 0.42
H -0.08 -0.42 0.27
H -0.12 -1.62 0.19
O 1.20 -0.39 2.10
O 1.89 -0.56 1.39
O -0.06 1.81 -1.22
S 0.74 -2.77 3.83
H 0.34 1.29 -0.35
H 0.01 -0.63 2.09
C 1.85 0.01 -2.06
C 1.56 -0.46 -1.50
C -2.84 -0.02 -2.55
H 0.35 0.76 -0.65
H -1.01 -0.64 -1.30
C 0.32 0.94 1.32
H -0.05 1.64 0.05
H 0.77 0.46 0.57
N -0.61 -0.13 2.52
H -0.94 0.51 0.92
O -1.75 0.80 -2.67